No. 1
{"formula": "C33H57BrGdN2O2Si", "method": "ωB97M-V with the def2-TZVPD basis set", "largest_force_ev_per_a": 3.1, "s_squared": 16.05, "relative_energy_ev": 0.0000, "spin_multiplicity": 8, "homo_ev": [-10.0, -10.0], "total_charge": 1, "symbols": ["O", "O", "C", "C", "H", "H", "H", "H", "H", "C", "C", "H", "H", "H", "H", "H", "C", "C", "C", "H", "H", "H", "H", "H", "C", "H", "H", "H", "H", "H", "H", "N", "C", "C", "C", "C", "H", "H", "H", "C", "H", "H", "H", "N", "C", "C", "C", "C", "H", "C", "H", "C", "H", "C", "C", "C", "C", "C", "C", "H", "C", "H", "C", "H", "C", "C", "Gd", "H", "H", "H", "H", "H", "H", "H", "H", "H", "H", "H", "H", "H", "C", "Si", "H", "H", "C", "C", "C", "H", "H", "H", "H", "H", "H", "H", "H", "H", "Br"], "xyz": [[1.417, -3.052, -2.113], [0.704, -1.912, -4.016], [2.577, -2.378, -1.479], [3.144, -3.183, -0.337], [2.241, -1.383, -1.146], [3.307, -2.264, -2.288], [2.658, -2.955, 0.620], [4.198, -2.904, -0.228], [3.096, -4.263, -0.522], [0.295, -3.416, -1.211], [-0.469, -4.545, -1.847], [-0.306, -2.510, -1.067], [0.736, -3.691, -0.248], [-0.940, -4.236, -2.791], [-1.261, -4.876, -1.167], [0.198, -5.402, -2.027], [-0.214, -0.781, -3.924], [1.848, -1.714, -4.912], [-1.522, -1.213, -3.315], [-0.362, -0.411, -4.946], [0.264, 0.018, -3.332], [-1.868, -2.184, -3.699], [-2.284, -0.467, -3.568], [-1.467, -1.251, -2.220], [1.921, -2.889, -5.850], [2.748, -1.639, -4.290], [1.706, -0.767, -5.445], [2.017, -3.826, -5.291], [2.780, -2.796, -6.516], [1.015, -2.932, -6.464], [1.042, -2.525, -3.022], [-0.745, -0.111, 3.160], [-1.612, 0.276, 4.113], [-2.468, 1.378, 3.974], [-2.628, 2.177, 2.828], [-1.748, -0.531, 5.378], [-0.788, -0.942, 5.713], [-2.457, -1.361, 5.239], [-2.144, 0.122, 6.166], [-3.907, 2.944, 2.644], [-4.503, 2.532, 1.816], [-3.709, 4.004, 2.434], [-4.503, 2.872, 3.559], [-1.669, 2.293, 1.904], [-0.309, -1.458, 3.034], [1.067, -1.745, 3.185], [2.049, -0.614, 3.336], [1.479, -3.077, 3.166], [2.535, -3.307, 3.321], [0.554, -4.103, 2.956], [0.875, -5.146, 2.966], [-0.787, -3.801, 2.723], [-1.513, -4.592, 2.521], [-1.231, -2.480, 2.730], [-2.664, -2.172, 2.423], [-1.926, 2.821, 0.601], [-1.477, 4.125, 0.286], [-0.882, 4.999, 1.350], [-1.575, 4.566, -1.032], [-1.215, 5.570, -1.276], [-2.126, 3.747, -2.019], [-2.200, 4.109, -3.047], [-2.612, 2.479, -1.696], [-3.076, 1.850, -2.462], [-2.518, 1.999, -0.391], [-2.985, 0.614, -0.052], [0.521, 1.567, 2.060], [2.355, -0.196, 2.348], [2.976, -0.964, 3.804], [1.676, 0.200, 3.987], [-2.780, -1.272, 1.803], [-3.275, -2.044, 3.330], [-3.101, -3.013, 1.865], [-0.909, 6.046, 1.013], [0.172, 4.757, 1.576], [-1.437, 4.940, 2.296], [-3.617, 0.600, 0.845], [-2.142, -0.080, 0.106], [-3.583, 0.201, -0.877], [-3.174, 1.545, 4.781], [0.988, 1.535, -0.083], [2.334, 2.594, -0.831], [0.037, 1.813, -0.602], [1.207, 0.491, -0.401], [3.923, 1.611, -0.982], [2.693, 4.118, 0.197], [1.718, 3.185, -2.507], [2.322, 4.031, -2.863], [0.675, 3.524, -2.437], [1.770, 2.386, -3.259], [4.378, 1.475, 0.011], [4.645, 2.142, -1.616], [3.744, 0.620, -1.422], [2.806, 3.883, 1.266], [1.898, 4.868, 0.086], [3.634, 4.565, -0.163], [1.742, 3.184, 3.778]]}

=====

No. 2
{"formula": "C4H7NO2", "method": "ωB97M-V with the def2-TZVPD basis set", "largest_force_ev_per_a": 0.5, "smiles": "O[C@@H]1CN=COC1", "relative_energy_ev": 1.4619, "spin_multiplicity": 1, "homo_ev": -9.9, "total_charge": 0, "symbols": ["O", "C", "C", "N", "C", "O", "C", "H", "H", "H", "H", "H", "H", "H"], "xyz": [[-1.004, -0.599, 1.430], [-0.988, -0.002, 0.152], [-0.299, -0.904, -0.865], [1.128, -1.018, -0.547], [1.678, -0.087, 0.117], [1.154, 1.077, 0.551], [-0.194, 1.309, 0.137], [-0.227, -1.173, 1.494], [-2.029, 0.237, -0.097], [-0.429, -0.525, -1.887], [-0.721, -1.914, -0.847], [2.715, -0.169, 0.442], [-0.182, 1.703, -0.887], [-0.601, 2.067, 0.807]]}